No. 1
DFT (the ωB97M-V functional and the def2-TZVPD basis) results for a single C15H25N5O3 molecule.

Structure (XYZ):
```
48
Properties=species:S:1:pos:R:3:forces:R:3
C 4.183 -0.310 3.754 -0.286 0.117 -0.338
C 3.376 0.460 2.720 0.272 0.187 0.260
O 2.556 -0.470 2.041 -0.150 -0.158 -0.117
C 1.731 -0.027 1.051 -0.190 0.005 -0.189
C 1.621 1.300 0.653 0.227 -0.023 0.253
C 0.744 1.658 -0.357 -0.058 -0.143 -0.123
C -0.039 0.707 -0.991 0.158 0.087 -0.153
C 0.078 -0.619 -0.590 0.119 0.202 0.080
C 0.953 -1.002 0.410 0.121 0.042 0.227
C 1.053 -2.446 0.824 0.027 -0.100 0.015
N 0.788 -3.345 -0.287 -0.023 0.021 0.101
C 1.866 -3.313 -1.253 -0.054 0.011 -0.041
H 2.023 -2.287 -1.582 0.077 0.000 -0.085
H 2.813 -3.697 -0.840 0.021 -0.003 0.022
H 1.592 -3.920 -2.115 0.057 -0.006 -0.063
C 0.538 -4.696 0.167 -0.046 0.046 -0.008
H -0.322 -4.699 0.836 -0.018 -0.065 0.039
H 0.309 -5.321 -0.695 -0.008 -0.080 0.017
H 1.398 -5.136 0.698 0.021 -0.015 0.009
H 2.045 -2.624 1.274 -0.120 -0.071 -0.010
H 0.304 -2.636 1.600 0.098 -0.048 0.021
H -0.510 -1.388 -1.069 -0.069 -0.145 -0.092
C -1.054 1.101 -2.026 0.021 -0.080 0.155
H -0.818 2.086 -2.432 -0.025 -0.049 -0.038
H -1.071 0.378 -2.843 -0.027 0.062 -0.043
C -2.461 1.146 -1.384 -0.023 0.134 -0.212
C -3.496 1.532 -2.439 0.105 0.030 0.088
O -4.253 0.717 -2.935 -0.096 -0.228 -0.041
N -3.454 2.824 -2.813 -0.020 0.533 -0.250
H -3.035 3.498 -2.173 -0.185 -0.286 -0.053
N -4.448 3.348 -3.669 -0.070 -0.068 -0.140
H -4.050 3.473 -4.600 -0.075 -0.194 0.263
H -5.178 2.637 -3.744 0.228 0.136 0.023
C -2.412 2.117 -0.222 -0.239 -0.352 0.338
O -2.447 3.333 -0.341 0.204 0.309 -0.024
N -2.296 1.533 0.986 -0.189 -0.041 0.501
H -2.082 0.550 1.075 0.090 0.195 -0.167
N -2.036 2.293 2.145 -0.023 0.087 -0.001
H -2.910 2.451 2.648 0.165 0.001 -0.299
H -1.702 3.205 1.830 -0.080 -0.231 0.027
H -2.720 0.144 -1.030 -0.038 0.120 -0.066
H 0.670 2.696 -0.647 -0.022 0.129 -0.042
H 2.212 2.068 1.124 0.074 0.047 0.072
H 4.049 0.961 2.010 -0.138 -0.015 0.050
H 2.755 1.220 3.214 0.054 -0.049 -0.125
H 4.826 0.372 4.304 0.074 0.054 0.071
H 4.796 -1.061 3.264 0.089 -0.065 -0.014
H 3.514 -0.809 4.450 -0.030 -0.040 0.102
```
Positions in Å, forces in eV/Å.

As for the energy above the lowest of the compared OMol25 structures with the same formula, charge and spin: 2.495 eV. As for the frontier orbital gap: 9.2 eV. The calculated total energy comes out at -29553.08806 eV. Its structure (SMILES) is CCOc1ccc(CC(C(=O)NN)C(=O)NN)cc1CN(C)C. Its HOMO energy is -0.311 Ha.

***

No. 2
DFT (the ωB97M-V functional and the def2-TZVPD basis) results for a molecular structure, C15H25N5O5Sr in a non-equilibrium geometry.

Structure (XYZ):
```
51
Properties=species:S:1:pos:R:3:forces:R:3
O 3.048 -0.291 0.875 -0.659 1.778 1.540
H 3.027 -0.984 1.570 0.217 0.006 -1.140
Sr 0.740 0.834 0.366 0.157 -1.391 -0.256
N 0.045 1.215 -2.392 -0.717 -0.978 -2.365
N -0.854 -0.613 -1.042 -1.320 -1.116 -1.756
O 0.683 2.110 -3.077 0.190 0.219 0.591
O -1.255 -1.734 -0.300 -0.819 -0.259 0.483
C -0.734 0.363 -3.111 1.448 2.429 1.039
C -1.288 -0.660 -2.311 0.843 0.021 3.393
C -1.016 0.508 -4.557 0.023 0.054 -0.553
C -2.276 -1.619 -2.860 -0.400 -0.430 -0.198
H -0.300 1.192 -5.020 -0.060 -0.103 0.180
H -2.022 0.927 -4.716 0.188 -0.145 -0.077
H -0.954 -0.460 -5.074 -0.100 0.238 0.083
H -2.871 -2.106 -2.083 0.259 0.125 -0.017
H -1.798 -2.411 -3.454 -0.007 0.211 0.158
H -2.953 -1.074 -3.535 0.218 -0.167 0.138
H 1.884 2.156 -1.925 -0.153 0.012 0.020
H -1.521 -1.344 0.560 0.640 -0.240 -0.493
O -1.431 2.191 0.621 -0.949 0.079 -0.365
H -1.691 2.609 -0.221 0.201 -0.193 0.305
H -2.185 1.603 0.834 0.594 0.315 -0.149
C 2.883 -2.677 -0.370 0.009 0.008 0.279
H 3.910 -3.031 -0.398 -0.289 -0.191 -0.151
H 2.517 -2.000 -1.148 0.130 -0.395 0.208
H 2.160 -3.118 0.321 0.194 -0.092 -0.373
O 2.272 1.966 -1.008 1.322 0.561 -0.501
H 3.913 -0.381 0.486 0.353 -0.548 -0.540
H 3.243 1.872 -1.078 -0.905 0.081 -0.022
N -0.274 0.978 3.082 -0.041 0.466 0.165
C -1.550 0.318 3.147 -0.170 0.235 -0.027
C -2.396 0.596 4.223 0.055 -0.441 0.020
C -3.526 -0.194 4.388 -0.082 -0.035 -0.449
C -3.788 -1.191 3.436 -0.048 -0.060 -0.142
C -2.949 -1.314 2.337 0.249 0.628 0.447
N -1.860 -0.527 2.175 -0.249 -0.545 0.320
C 0.790 0.145 3.567 0.501 -0.616 0.279
C 1.393 0.386 4.809 -0.233 -0.298 -0.085
C 2.229 -0.607 5.319 0.143 -0.217 -0.555
C 2.455 -1.761 4.548 0.020 0.226 0.155
C 1.909 -1.843 3.273 -0.386 0.395 -0.061
N 1.107 -0.870 2.780 -0.454 -0.240 0.477
H -0.323 1.806 3.678 0.042 -0.159 -0.352
H -2.087 1.372 4.916 -0.267 -0.176 0.118
H -4.206 -0.046 5.225 0.202 -0.002 -0.140
H -4.647 -1.861 3.498 0.235 0.290 0.196
H -3.126 -2.064 1.563 -0.016 0.284 0.150
H 1.131 1.290 5.354 0.168 -0.204 0.083
H 2.716 -0.501 6.288 -0.223 0.031 -0.224
H 3.072 -2.583 4.909 -0.142 0.304 -0.014
H 2.079 -2.686 2.600 0.088 0.248 0.176
```
Positions in Å, forces in eV/Å.

As for the energy above the lowest of the compared OMol25 structures with the same formula, charge and spin: 1.494 eV. As for the frontier orbital gap: 3.3 eV. The calculated total energy comes out at -34479.96923 eV. Its HOMO energy is -0.133 Ha.

***

No. 3
DFT (the ωB97M-V functional and the def2-TZVPD basis) results for a molecular structure, C15H25NO in a non-equilibrium geometry.

Structure (XYZ):
```
42
Properties=species:S:1:pos:R:3:forces:R:3
C 3.261 1.919 1.073 1.943 -2.090 -7.019
H 4.404 2.042 0.698 -2.497 -0.131 0.788
H 3.229 2.447 1.947 -0.664 0.524 2.719
H 2.640 2.428 0.256 0.927 -0.163 1.272
C 2.866 0.253 0.880 -1.792 8.599 17.643
N 2.951 -0.404 -0.148 2.427 -5.586 -7.676
C 2.114 0.017 -1.150 1.939 3.568 -8.314
H 2.502 1.155 -1.816 -0.457 -2.120 2.242
C 0.654 0.245 -1.116 2.192 -3.027 2.099
O 0.305 -1.102 -0.633 -4.897 2.961 0.212
C -1.093 -1.021 -0.237 2.071 -7.285 0.569
C -2.107 -0.129 -0.385 3.648 -6.618 0.542
C -3.286 -0.675 -0.001 -2.910 14.831 -1.512
C -3.617 -1.683 0.572 2.084 -9.745 1.020
C -2.687 -2.785 0.435 -5.068 -3.545 4.790
C -1.453 -2.534 0.299 7.820 2.057 -3.481
H -0.582 -3.425 0.241 -2.360 2.929 0.301
H -2.979 -3.816 0.974 0.426 2.095 -1.773
H -4.545 -1.883 0.779 -5.014 -0.974 1.701
C -4.385 0.642 0.199 -1.461 -5.737 -6.442
C -4.031 1.733 0.939 -1.193 3.916 8.267
H -3.186 2.321 0.864 2.095 0.916 -1.556
H -3.841 1.472 2.094 -0.347 -0.238 -1.849
H -4.841 2.531 1.227 0.852 -1.425 -1.361
C -4.567 1.287 -1.583 8.009 -7.333 2.497
H -4.739 0.320 -2.019 0.283 -0.080 -0.955
H -5.361 1.662 -1.362 -8.998 5.695 1.494
H -3.626 1.756 -1.748 0.105 0.618 -0.427
H -5.381 0.127 0.538 1.654 1.217 -0.835
H -1.716 0.731 -0.545 0.760 6.485 -1.574
H 0.203 0.647 -1.992 -0.234 -0.535 -1.226
H 0.466 0.938 -0.367 -0.732 1.307 1.803
H 2.371 -0.540 -2.104 -0.658 -0.177 1.269
C 4.363 -0.654 -0.627 -0.737 5.882 5.164
C 5.151 -1.397 0.418 3.072 2.497 1.245
H 5.491 -0.532 1.321 -0.735 -2.719 -2.711
H 6.132 -1.677 -0.216 -1.981 -0.020 2.164
H 4.601 -2.170 1.005 0.616 0.201 -1.021
H 4.336 -1.052 -1.522 -0.167 -2.186 -4.425
H 4.793 0.551 -0.726 -0.675 -3.470 -0.154
H 1.880 0.246 1.506 0.406 -0.106 -2.130
H 3.309 0.009 2.031 0.248 -0.990 -3.361
```
Positions in Å, forces in eV/Å.

As for the energy above the lowest of the compared OMol25 structures with the same formula, charge and spin: 14.892 eV. As for the frontier orbital gap: 8.9 eV. The calculated total energy comes out at -19483.12515 eV. Its HOMO energy is -0.301 Ha.

***

No. 4
DFT (the ωB97M-V functional and the def2-TZVPD basis) results for a single C15H25NO2 molecule.

Structure (XYZ):
```
43
Properties=species:S:1:pos:R:3:forces:R:3
C -3.485 3.214 1.402 0.025 0.003 -0.034
C -3.279 2.379 0.173 -0.174 -0.060 -0.080
C -4.352 1.931 -0.576 0.085 0.063 0.097
C -4.154 1.167 -1.722 0.158 -0.033 -0.025
C -2.864 0.854 -2.104 0.077 0.003 0.027
C -1.768 1.294 -1.359 -0.126 0.005 -0.028
C -1.983 2.056 -0.221 0.316 -0.048 -0.084
H -1.161 2.419 0.376 0.126 -0.002 0.045
O -0.550 0.933 -1.857 -0.363 -0.041 -0.128
C 0.620 1.197 -1.113 0.345 0.091 0.451
C 0.794 0.249 0.077 -0.110 -0.091 -0.504
C 0.914 -1.199 -0.393 -0.181 0.008 0.196
C 0.883 -2.212 0.751 0.259 0.171 -0.036
C 2.072 -2.085 1.702 -0.264 -0.110 0.009
N 3.324 -2.171 0.975 0.045 -0.136 -0.114
H 3.355 -3.048 0.461 0.004 0.063 0.042
C 4.507 -2.053 1.808 0.361 -0.042 -0.111
C 5.724 -1.930 0.891 -0.140 -0.196 0.289
O 5.582 -0.841 0.018 -0.043 0.343 -0.246
H 4.654 -0.835 -0.257 0.020 -0.038 0.048
H 6.632 -1.760 1.473 -0.055 -0.100 -0.013
H 5.845 -2.863 0.318 0.035 0.021 0.123
H 4.408 -1.136 2.396 0.039 -0.051 0.008
H 4.641 -2.897 2.505 -0.027 0.093 -0.037
H 2.049 -1.113 2.203 -0.017 -0.039 0.051
H 1.990 -2.860 2.485 0.025 0.158 -0.045
H 0.878 -3.218 0.325 -0.066 -0.082 0.055
H -0.037 -2.090 1.326 -0.061 -0.078 -0.003
H 1.842 -1.320 -0.953 -0.022 -0.003 -0.104
H 0.082 -1.410 -1.069 0.046 -0.016 -0.050
H 1.690 0.549 0.621 0.039 0.074 0.094
H -0.066 0.341 0.743 0.028 0.059 0.106
H 0.644 2.243 -0.783 -0.007 -0.070 -0.100
H 1.435 1.044 -1.826 -0.053 0.074 0.098
H -2.673 0.265 -2.988 0.012 -0.086 -0.123
C -5.332 0.697 -2.521 0.021 0.016 0.009
H -5.894 1.549 -2.901 -0.072 0.009 -0.058
H -5.013 0.088 -3.363 -0.037 -0.050 -0.074
H -6.003 0.107 -1.898 -0.072 -0.050 -0.015
H -5.359 2.178 -0.271 -0.126 0.041 0.064
H -2.968 2.777 2.255 0.007 0.011 0.091
H -3.085 4.216 1.248 0.002 0.082 0.053
H -4.542 3.299 1.641 -0.059 0.032 0.055
```
Positions in Å, forces in eV/Å.

As for the energy above the lowest of the compared OMol25 structures with the same formula, charge and spin: 1.128 eV. As for the frontier orbital gap: 9.2 eV. The calculated total energy comes out at -21545.64839 eV. Its structure (SMILES) is Cc1cc(C)cc(OCCCCCNCCO)c1. Its HOMO energy is -0.305 Ha.

***

No. 5
DFT (the ωB97M-V functional and the def2-TZVPD basis) results for a molecular structure, C15H26AsN2O11P2Rh.

Structure (XYZ):
```
58
Properties=species:S:1:pos:R:3:forces:R:3
Rh 0.179 0.206 0.058 0.794 0.373 -0.164
O 3.223 5.219 0.942 -0.041 -0.031 -0.032
C 2.433 4.181 0.595 0.023 0.163 0.070
C 1.063 4.175 0.839 0.026 0.060 -0.075
C 0.334 3.071 0.460 0.034 0.045 -0.070
N 0.929 2.042 -0.138 -0.277 -0.011 0.248
C 2.251 2.016 -0.341 -0.110 0.092 -0.017
C 3.045 3.084 -0.008 0.060 -0.120 -0.137
C 2.741 0.704 -0.899 -0.114 -0.390 -0.302
O 3.871 0.546 -1.299 -0.003 0.186 0.109
O 1.807 -0.223 -0.955 0.469 -0.191 0.077
C -1.166 2.905 0.693 -0.149 -0.264 -0.221
O -1.784 3.840 1.178 0.083 -0.007 0.003
O -1.599 1.774 0.288 -0.341 -0.080 0.434
H 2.688 5.911 1.347 0.015 0.005 0.010
H 0.544 4.996 1.319 0.009 -0.011 0.004
H 4.109 3.045 -0.191 -0.005 0.021 0.027
N 2.579 -2.075 3.015 -0.109 0.057 0.006
C 1.063 -1.924 2.961 0.124 -0.008 -0.082
C 0.405 -2.609 4.151 0.076 -0.083 -0.031
P 0.734 -0.114 2.888 -0.549 0.136 -0.061
O 0.834 0.353 4.424 0.272 -0.042 0.059
O 1.890 0.387 2.072 -0.001 0.079 -0.081
O -0.649 0.129 2.387 -0.055 -0.082 0.450
P 0.650 -2.741 1.307 -0.051 0.040 -0.136
O -0.393 -3.898 1.681 -0.083 -0.033 0.048
O 1.943 -3.352 0.906 -0.015 -0.015 0.049
O -0.107 -1.808 0.379 -0.207 -0.345 0.248
H 2.902 -2.452 3.901 0.037 0.032 0.012
H 2.999 -1.157 2.815 -0.035 0.057 -0.018
H 2.798 -2.710 2.201 0.003 -0.132 0.012
H 0.782 -2.187 5.084 -0.003 0.004 0.013
H 0.560 -3.688 4.139 0.007 0.002 -0.002
H -0.668 -2.427 4.118 0.003 0.006 -0.009
H 0.022 0.801 4.690 -0.016 -0.014 -0.021
H -1.307 -3.615 1.559 0.010 0.015 -0.022
C 0.532 -0.858 -3.777 -0.059 0.017 -0.056
C -0.593 -1.479 -2.954 0.054 -0.089 -0.025
As -1.312 -0.268 -1.636 0.290 0.515 -0.169
C -2.844 -1.096 -0.803 -0.151 -0.010 0.003
C -3.594 -2.078 -1.700 -0.029 -0.032 0.064
C -1.936 1.272 -2.610 0.032 0.092 -0.146
C -2.808 0.936 -3.815 -0.018 0.083 -0.026
H 0.899 -1.581 -4.506 -0.012 -0.002 -0.006
H 1.365 -0.565 -3.143 0.004 -0.022 0.012
H 0.189 0.019 -4.330 -0.014 -0.002 0.003
H -0.251 -2.358 -2.406 0.022 0.002 -0.001
H -1.432 -1.775 -3.586 -0.006 -0.072 -0.019
H -3.471 -0.272 -0.463 -0.003 0.021 -0.024
H -2.457 -1.590 0.085 0.023 0.021 0.022
H -3.997 -1.607 -2.596 0.013 0.024 -0.001
H -4.433 -2.505 -1.149 -0.011 -0.003 -0.021
H -2.954 -2.903 -2.015 0.006 -0.001 0.013
H -1.042 1.825 -2.900 0.020 -0.022 -0.052
H -2.449 1.884 -1.872 -0.059 -0.024 0.003
H -2.309 0.270 -4.521 0.019 0.005 0.017
H -3.055 1.852 -4.351 -0.018 -0.011 -0.014
H -3.749 0.472 -3.519 0.013 -0.005 0.025
```
Positions in Å, forces in eV/Å.

As for the frontier orbital gap (spin up / spin down): 8.2 / 8.2 eV. The calculated total energy comes out at -123911.03385 eV. Its HOMO energy (spin up / spin down) is -0.311 / -0.311 Ha.